# 1
The following is a DFT calculation (wB97M-V/def2-TZVPD) of a molecular structure, C45H47N3P2RuSi2.

Structure (XYZ):
```
100
Properties=species:S:1:pos:R:3:forces:R:3:mulliken_charge:R:1
Ru 0.85163 1.15500 -0.97304 0.127 -0.167 0.683 -0.693
C 1.24663 3.24924 1.91408 -0.011 -0.060 0.044 -1.116
Si 0.23087 3.25553 0.34701 0.144 -0.094 -0.436 2.040
C 0.82341 4.67195 -0.73683 -0.052 0.030 0.113 -1.334
C -1.56145 3.44002 0.74908 -0.168 -0.054 -0.104 0.560
C -2.08982 4.25266 1.75199 0.057 -0.018 -0.046 -0.857
C -3.46321 4.32171 1.92859 -0.014 0.016 0.027 -0.774
C -4.31086 3.58770 1.10806 -0.041 0.000 0.022 -0.715
C -3.79286 2.77778 0.10831 0.055 -0.025 -0.009 -0.875
C -2.41182 2.69381 -0.07655 0.100 0.161 0.068 -0.093
Si -1.57655 1.66049 -1.38740 0.001 -0.145 -0.075 1.876
C -2.64957 0.15700 -1.65277 -0.034 0.027 -0.030 -1.281
C -1.47771 2.61194 -3.00507 -0.141 0.025 0.053 -1.390
H 1.04862 4.23476 2.35345 -0.015 0.019 -0.010 0.612
H 2.32252 3.17172 1.77677 0.030 -0.002 -0.023 0.394
H 0.90549 2.49918 2.62665 0.014 0.018 0.008 0.162
H 0.24595 5.55583 -0.45043 0.011 0.002 0.006 0.516
H 0.67445 4.52339 -1.80298 -0.045 -0.024 -0.074 0.225
H 1.87682 4.89372 -0.56701 0.020 0.001 0.009 0.355
H -1.44200 4.83129 2.40028 0.010 0.005 0.010 0.446
H -3.87789 4.94827 2.70722 0.001 0.004 0.004 0.448
H -5.38161 3.64638 1.25367 0.000 0.003 -0.009 0.453
H -4.47511 2.21349 -0.51521 -0.008 0.000 -0.005 0.399
H -3.68350 0.51200 -1.62899 -0.002 0.032 -0.004 0.571
H -2.54893 -0.59356 -0.86755 -0.032 0.041 -0.049 0.127
H -2.50614 -0.31675 -2.62204 -0.010 -0.014 -0.014 0.419
H -2.45128 3.09539 -3.13415 -0.003 -0.001 -0.001 0.566
H -1.32613 1.95051 -3.85697 -0.025 -0.016 -0.016 0.339
H -0.72729 3.39752 -3.03207 0.063 0.064 0.011 0.203
N 1.43770 1.67345 -4.19210 -0.043 0.037 -0.096 0.283
C 0.80587 0.45610 -3.99697 0.079 -0.013 -0.022 0.138
C 0.54518 -0.30913 -5.13924 0.017 -0.001 0.048 -1.225
C -0.04411 -1.54053 -5.00611 -0.015 -0.066 -0.028 -0.930
C -0.38726 -1.99350 -3.73288 -0.016 0.036 0.017 -0.830
C -0.15429 -1.16343 -2.67054 0.041 0.005 -0.073 -0.289
N 0.44580 0.04829 -2.77285 -0.116 0.284 0.029 1.390
C 2.33344 2.34200 -3.38712 0.080 0.019 -0.004 0.545
C 3.26314 3.19565 -3.99860 -0.051 -0.018 0.041 -1.048
C 4.21468 3.80601 -3.22411 0.035 0.014 0.000 -0.662
C 4.24773 3.55333 -1.84911 0.000 -0.009 0.019 -1.152
C 3.28682 2.73897 -1.32301 0.023 0.025 0.040 -0.762
N 2.31075 2.16357 -2.06682 0.077 0.016 -0.212 0.811
H 1.53589 1.91010 -5.16762 -0.017 -0.003 0.003 0.270
H 0.83616 0.06621 -6.11111 0.007 0.008 0.002 0.540
H -0.23460 -2.14724 -5.88109 -0.003 -0.009 0.002 0.479
H -0.85629 -2.95280 -3.56691 -0.012 -0.004 -0.001 0.705
H -0.48960 -1.42736 -1.68387 -0.031 0.012 0.018 -0.408
H 3.23736 3.33839 -5.07037 -0.007 0.005 -0.007 0.497
H 4.94790 4.45675 -3.68108 0.000 0.006 0.002 0.461
H 4.99908 3.99215 -1.20981 0.003 -0.003 0.005 0.530
H 3.25057 2.51716 -0.26245 0.018 -0.002 0.012 0.466
C 0.43700 -2.13235 0.45610 0.178 -0.079 0.079 -1.640
P 0.59301 -0.34939 0.77511 -0.169 0.066 -0.174 1.728
C -0.12896 -0.12414 2.39923 -0.055 0.022 0.037 0.731
C 0.39809 -0.80946 3.49889 -0.043 0.042 0.020 -0.271
C -0.21204 -0.69198 4.73510 0.075 0.001 -0.039 -0.821
C -1.34813 0.09714 4.87667 -0.019 0.068 -0.005 -0.803
C -1.88701 0.75682 3.78307 0.016 0.004 0.050 -0.671
C -1.28265 0.64185 2.53906 0.054 -0.045 0.005 0.172
C 2.39875 -0.07923 0.87679 0.003 0.044 -0.037 0.418
C 3.17393 -0.53177 -0.20577 -0.006 0.004 0.033 -0.799
C 4.54733 -0.33597 -0.22312 -0.044 -0.016 -0.056 -0.742
C 5.16435 0.30723 0.83853 0.016 0.050 0.037 -0.789
C 4.41179 0.75020 1.92180 0.005 0.017 -0.016 -0.652
C 3.03980 0.56677 1.94115 -0.042 -0.066 -0.015 -1.017
P -1.35174 -2.65229 0.44612 -0.046 -0.146 0.081 0.617
C -1.26533 -4.25362 -0.44204 0.043 0.031 -0.033 0.471
C -0.20791 -4.70166 -1.23097 0.007 0.030 0.054 -0.231
C -0.29852 -5.90760 -1.91800 -0.017 0.005 0.002 -0.713
C -1.44504 -6.67869 -1.82519 -0.004 0.004 0.010 -0.579
C -2.50621 -6.24060 -1.04196 0.003 -0.035 -0.036 -0.577
C -2.42002 -5.03692 -0.36661 -0.019 0.037 0.045 -0.734
C -1.54629 -3.18766 2.17943 -0.031 -0.013 0.022 0.568
C -2.54175 -2.59277 2.94692 -0.016 -0.019 -0.047 -0.358
C -2.72396 -2.96907 4.27227 -0.020 -0.035 -0.031 -0.626
C -1.91265 -3.94197 4.83162 0.000 -0.021 0.002 -0.619
C -0.91929 -4.54817 4.06783 -0.018 0.014 0.032 -0.795
C -0.74097 -4.17572 2.74776 0.040 -0.004 -0.042 -0.466
H 1.01122 -2.66957 1.21608 -0.002 0.004 -0.015 1.086
H 0.89710 -2.32801 -0.50936 0.038 -0.081 -0.017 0.596
H 1.27192 -1.44150 3.39004 0.025 0.012 0.006 0.470
H 0.19041 -1.22223 5.58758 0.005 -0.002 -0.003 0.490
H -1.81903 0.18647 5.84676 -0.008 0.001 0.003 0.440
H -2.77870 1.35967 3.89174 -0.014 0.003 0.003 0.505
H -1.71184 1.14721 1.68416 0.019 -0.058 0.065 -0.284
H 2.71235 -1.08000 -1.02122 -0.028 0.021 -0.016 0.251
H 5.13481 -0.70066 -1.05508 -0.003 -0.004 -0.003 0.533
H 6.23673 0.45123 0.83337 0.003 -0.009 0.003 0.451
H 4.90069 1.22812 2.76029 -0.001 0.005 0.004 0.480
H 2.46680 0.89435 2.79610 -0.019 0.002 0.020 0.492
H 0.71439 -4.13950 -1.31427 -0.003 0.013 0.027 0.352
H 0.53743 -6.24798 -2.51491 0.007 -0.001 -0.004 0.450
H -1.51241 -7.61941 -2.35438 0.001 -0.006 0.001 0.410
H -3.40368 -6.83880 -0.96001 -0.003 -0.002 -0.001 0.431
H -3.25616 -4.70614 0.24044 0.002 -0.003 -0.006 0.402
H -3.17631 -1.83179 2.50758 -0.005 -0.014 -0.003 0.416
H -3.50467 -2.50728 4.86231 -0.008 0.004 0.002 0.513
H -2.05954 -4.24301 5.86045 0.002 -0.002 0.008 0.437
H -0.29778 -5.32037 4.50127 0.003 -0.008 0.002 0.463
H 0.01611 -4.67192 2.14891 -0.009 -0.002 -0.002 0.422
```
Forces are in eV/Å.

## Properties
Electronic energy ... -3263.4341 hartree
Charge ... +2
Frontier orbital gap (spin up / spin down) ... 5.818 / 5.866 eV
HOMO (spin up / spin down) ... -12.770 / -12.771 eV
LUMO energy (spin up / spin down) ... -0.25548 / -0.25375 Ha

# 2
The following is a DFT calculation (wB97M-V/def2-TZVPD) of a molecular structure, C43H44FN7O11PSiSr.

Structure (XYZ):
```
109
Properties=species:S:1:pos:R:3:forces:R:3:mulliken_charge:R:1
Sr 0.44198 0.05157 0.38477 -0.502 -0.106 0.474 0.986
O 0.84503 -5.92568 3.29664 0.000 0.004 0.001 -0.587
C 0.72723 -4.72855 2.65628 -0.010 -0.018 -0.001 0.763
C 0.67106 -4.64190 1.26902 0.004 -0.004 -0.008 -0.480
C 0.57915 -3.38102 0.71183 0.103 -0.024 0.005 -1.212
N 0.53030 -2.27601 1.44265 0.187 -0.035 -0.019 2.007
C 0.52512 -2.36039 2.77083 -0.112 -0.034 -0.028 -0.385
C 0.63531 -3.57806 3.42297 -0.013 0.023 0.022 -1.018
C 0.30561 -1.04717 3.55422 0.197 -0.023 0.035 0.067
O 0.23886 -1.15532 4.77740 -0.020 0.022 -0.038 -0.880
O 0.18568 -0.00975 2.83698 0.201 -0.076 0.021 -0.771
C 0.44770 -3.16926 -0.78419 -0.255 0.118 -0.029 0.398
O 0.07180 -4.15331 -1.47954 0.175 -0.131 0.095 -1.010
O 0.60360 -2.00781 -1.23383 0.150 0.051 0.062 -0.341
H 0.88193 -6.62690 2.63808 -0.005 0.000 0.002 0.304
H 0.68266 -5.51581 0.62960 -0.002 -0.004 0.004 0.458
H 0.62474 -3.60359 4.50300 0.008 -0.004 0.001 0.608
O 6.88293 0.61909 -3.21855 0.037 0.014 0.134 -0.517
C 6.09602 1.59895 -3.70966 -0.124 -0.203 -0.289 0.395
O 6.53487 2.39237 -4.49688 0.035 0.076 0.123 -0.583
C 4.66598 1.57246 -3.27463 0.014 0.070 0.106 0.083
C 3.97833 0.37498 -3.09179 0.042 0.035 -0.007 -0.431
C 2.65620 0.38601 -2.69056 -0.067 0.038 -0.032 0.011
C 2.01594 1.59827 -2.45665 0.009 0.009 -0.011 0.059
C 2.70377 2.79752 -2.62061 0.002 0.023 -0.025 -0.471
C 4.01907 2.78136 -3.05025 -0.009 -0.002 0.003 -1.163
N 0.70259 1.55898 -1.94412 0.012 -0.107 -0.045 0.799
C -0.17510 2.37645 -2.34280 -0.001 -0.013 -0.034 -1.137
C -1.51242 2.42604 -1.71466 -0.001 -0.011 0.045 0.665
C -2.50372 3.22128 -2.26746 0.010 0.005 -0.014 -0.942
C -3.73676 3.28427 -1.63050 0.001 -0.006 0.007 -0.483
C -3.91735 2.56097 -0.46930 -0.003 0.013 0.005 -0.941
C -2.86726 1.78058 0.00988 0.002 -0.034 -0.013 -0.718
N -1.69148 1.70492 -0.60016 0.068 0.086 -0.079 0.683
H 6.46420 0.20132 -2.44965 -0.005 0.048 -0.023 0.289
H 4.47598 -0.57329 -3.25840 -0.010 0.007 -0.001 0.535
H 2.11032 -0.53507 -2.52084 -0.011 0.037 -0.020 0.333
H 2.22213 3.73228 -2.36286 0.009 0.003 0.002 0.509
H 4.56812 3.70333 -3.18811 -0.004 0.003 0.008 0.390
H 0.01780 3.08296 -3.15717 -0.001 0.012 0.011 0.483
H -2.30557 3.78234 -3.17221 -0.006 0.001 0.002 0.487
H -4.53448 3.89369 -2.03547 0.001 0.000 -0.001 0.424
H -4.85379 2.57889 0.07065 -0.001 0.002 -0.008 0.503
H -2.97207 1.17781 0.90220 0.014 -0.036 0.024 0.603
C 5.84790 -0.01163 0.13089 -0.007 -0.024 0.007 -1.201
Si 4.20253 -0.78359 0.70999 0.047 0.057 0.024 0.164
C 4.54998 -1.80293 2.26391 -0.027 -0.009 -0.037 -1.155
C 3.78891 -2.11650 -0.55508 -0.083 -0.023 -0.042 -0.449
N 2.98590 0.40939 0.83616 0.011 0.026 0.028 0.466
C 3.17778 1.50112 1.63373 0.062 -0.060 -0.109 0.529
C 4.24766 1.70101 2.54423 -0.026 0.035 -0.024 -0.151
C 4.37654 2.82908 3.33706 0.020 -0.016 0.006 -1.048
C 3.44755 3.85734 3.28451 0.000 0.015 -0.008 -0.536
C 2.38606 3.72453 2.39682 0.008 0.037 -0.030 -0.966
C 2.29434 2.59929 1.62092 -0.071 0.074 -0.019 -0.149
F 1.21905 2.54845 0.74295 0.008 -0.134 0.026 0.045
H 6.40328 -0.71180 -0.50487 0.007 0.009 0.005 0.315
H 6.50897 0.26306 0.95532 -0.001 -0.003 -0.021 0.377
H 5.63209 0.90705 -0.42388 0.021 -0.010 -0.044 0.380
H 5.17855 -2.66271 2.00968 0.004 0.005 0.002 0.320
H 3.60548 -2.18973 2.65854 0.005 0.004 -0.001 0.132
H 5.04119 -1.25722 3.06939 -0.003 0.043 0.015 0.397
H 4.71820 -2.62751 -0.82734 0.005 -0.004 0.012 0.614
H 3.31184 -1.76480 -1.46881 0.058 -0.080 0.116 -0.301
H 3.13119 -2.86655 -0.11154 -0.014 -0.007 -0.001 0.090
H 4.99596 0.92638 2.63143 0.013 -0.055 0.022 0.134
H 5.21926 2.89632 4.01561 -0.003 0.000 0.002 0.392
H 3.53580 4.73269 3.91325 0.000 -0.001 0.002 0.367
H 1.62256 4.48623 2.29856 -0.009 -0.008 0.006 0.399
O -3.80100 -2.36859 0.66090 -0.020 -0.039 0.016 -0.800
C -3.15240 -1.51024 1.30066 -0.130 0.146 0.088 0.008
O -2.11025 -0.91569 0.91390 0.229 0.040 -0.279 1.168
C -3.68745 -1.09470 2.66398 0.021 -0.074 0.044 -0.487
C -4.93677 -1.53800 3.07765 -0.014 0.025 -0.039 -0.431
C -5.46510 -1.18758 4.32330 -0.012 -0.009 0.004 -1.103
C -4.68375 -0.38620 5.11841 -0.013 0.001 0.008 0.908
O -4.95711 0.08068 6.38260 -0.042 0.018 -0.010 -0.530
C -3.80584 0.83155 6.77465 0.031 0.000 -0.031 -0.241
O -2.87978 0.82843 5.70298 -0.058 0.019 -0.003 -0.475
C -3.43953 0.05440 4.71211 0.030 -0.010 0.006 0.438
C -2.90259 -0.28153 3.49691 0.032 -0.070 0.023 -0.723
H -5.48947 -2.17695 2.40266 -0.009 -0.011 0.006 0.517
H -6.43373 -1.53637 4.65552 -0.004 0.002 -0.001 0.413
H -3.35287 0.36481 7.65344 0.007 -0.022 0.003 0.248
H -4.10819 1.85953 6.99520 0.005 -0.004 0.001 0.234
H -1.89534 0.00195 3.21437 -0.096 0.141 -0.036 0.866
C -2.80160 -3.98773 -3.17232 0.055 0.045 0.009 -0.712
N -1.76709 -2.95550 -2.83439 -0.273 0.074 -0.106 1.106
C -1.33976 -2.25238 -4.07980 -0.026 0.005 0.003 -0.707
N -2.46066 -1.67680 -4.77447 -0.011 0.009 -0.024 0.125
C -3.45114 -2.71522 -5.04862 0.021 0.015 0.004 -0.935
N -3.92496 -3.41033 -3.85612 -0.014 -0.016 -0.006 0.075
C -4.70793 -2.52138 -2.98040 0.011 0.017 0.004 -1.033
P -3.76808 -1.03952 -2.35738 0.036 -0.034 -0.012 0.154
C -2.30023 -2.00414 -1.80953 -0.028 -0.023 -0.013 -1.007
C -3.05661 -0.56419 -4.01791 -0.014 -0.002 -0.002 -0.540
H -3.10630 -4.45445 -2.23673 -0.005 0.009 -0.001 0.370
H -2.31537 -4.72699 -3.81168 -0.003 -0.007 -0.002 0.327
H -0.92454 -3.46408 -2.39189 0.100 -0.035 0.049 0.220
H -0.84820 -2.99153 -4.71500 0.005 -0.008 -0.004 0.304
H -0.61804 -1.49089 -3.78633 0.010 -0.001 0.009 0.125
H -2.99722 -3.45207 -5.71634 -0.001 -0.002 -0.002 0.325
H -4.30349 -2.26161 -5.55551 -0.002 -0.002 0.001 0.376
H -5.04145 -3.08194 -2.10444 -0.005 -0.010 -0.010 0.467
H -5.59770 -2.19955 -3.52603 -0.005 0.004 0.003 0.426
H -2.58806 -2.55657 -0.91027 0.005 0.029 -0.052 1.325
H -1.49698 -1.33880 -1.52271 0.050 0.074 -0.060 -0.395
H -2.29114 0.20100 -3.86102 0.001 0.001 0.008 0.236
H -3.83630 -0.10958 -4.63465 -0.007 0.002 0.003 0.423
```
Forces are in eV/Å.

## Properties
Electronic energy ... -3637.7173 hartree
Charge ... -1
Frontier orbital gap ... 5.501 eV
ΔE to the lowest compared entry with this formula, charge and spin ... 0.000 eV
HOMO ... -4.325 eV
LUMO energy ... 0.04319 Ha

# 3
The following is a DFT calculation (wB97M-V/def2-TZVPD) of a single C17H22FN3O3SSi molecule.

Structure (XYZ):
```
48
Properties=species:S:1:pos:R:3:forces:R:3:nbo_charge:R:1
O 1.16141 4.71236 1.57826 -0.447 -1.908 -2.715 -0.565
O 2.07907 1.60820 -1.59982 0.045 0.095 -0.937 -0.601
O -1.66525 2.33228 -3.38825 2.016 0.315 1.488 -0.631
F -1.55541 4.76237 0.62937 0.201 0.003 1.073 -0.294
S 0.23780 -1.51932 -3.29357 1.252 -2.450 -0.204 0.192
C 0.78702 3.98998 0.62532 -0.870 2.098 3.531 0.592
C 1.26781 2.40044 -1.19154 0.064 0.489 -0.344 0.821
C -0.49035 2.14914 -3.02575 -1.668 -1.118 -1.526 0.799
C -0.63813 3.88717 0.21609 0.968 -0.043 -2.472 0.224
C -0.90699 3.35577 -1.00092 -1.504 1.643 1.016 0.005
C 0.10237 -4.04644 4.76827 0.230 -0.095 1.764 -0.208
C -0.94071 -3.14708 4.80582 -0.452 0.072 -1.128 -0.213
C 1.04072 -4.00695 3.76994 0.421 -0.956 -0.866 -0.202
C -1.17052 -2.29651 3.70863 0.555 0.368 0.471 -0.183
C 0.86203 -3.11789 2.72550 -1.457 -0.087 0.739 -0.206
C -0.25324 -2.22156 2.66959 1.710 -0.812 -0.946 -0.448
N 1.62433 3.19024 -0.11681 0.323 0.527 0.043 -0.630
N -0.03210 2.64326 -1.74704 1.825 -0.969 -0.173 -0.487
N 0.33184 1.36737 -3.78791 1.763 2.130 2.152 -0.629
C -0.98773 -0.55090 -4.12009 1.524 -0.647 0.224 -0.543
C 0.37645 -0.86178 -1.64482 0.312 2.763 0.085 -0.565
C -0.29827 0.56422 -4.77253 -1.563 2.215 -2.309 -0.234
C -1.50300 0.12876 1.27383 -1.736 0.690 0.353 -1.174
C 1.47753 0.12006 1.43303 -0.335 -3.009 0.655 -1.075
C 0.11667 -1.81018 -0.51635 1.049 0.243 1.361 -0.861
Si -0.09654 -1.00008 1.19650 1.196 0.211 0.308 1.637
H -1.86876 3.65104 -1.45564 0.646 -0.678 0.073 0.275
H 0.24743 -4.73456 5.61277 -0.174 0.247 -0.413 0.212
H -1.62480 -3.17603 5.62901 -0.341 0.071 0.262 0.214
H 1.82411 -4.79700 3.73303 -0.490 0.893 0.017 0.214
H -2.01188 -1.62149 3.69880 -0.243 0.026 0.162 0.207
H 1.48037 -3.28427 1.88973 0.928 0.446 -0.993 0.201
H 2.63849 3.25126 0.10178 -1.144 -0.368 -0.166 0.455
H 1.33249 1.21349 -3.49199 -1.788 0.085 -0.385 0.453
H -1.64346 -0.20931 -3.37309 -1.405 0.441 0.537 0.228
H -1.41084 -1.17394 -4.85261 -1.058 -0.890 -0.703 0.236
H -0.44242 -0.10260 -1.68212 0.456 -0.308 0.525 0.196
H 1.32738 -0.22571 -1.56740 -1.382 -1.485 0.098 0.255
H -1.09070 1.14712 -5.35713 1.108 -0.263 0.913 0.224
H 0.43220 0.34611 -5.52715 0.423 -0.825 -0.156 0.219
H -2.49018 -0.26902 1.05519 -0.082 -0.376 -0.643 0.248
H -1.43292 1.09300 0.78442 0.216 0.107 -0.313 0.238
H -1.68129 0.36465 2.31348 0.402 0.314 0.677 0.250
H 1.43655 0.85935 0.68258 0.273 0.847 -0.555 0.216
H 2.34337 -0.57588 1.28147 -0.442 0.796 -0.055 0.232
H 1.54902 0.49399 2.44716 -0.064 0.372 0.062 0.241
H -0.75283 -2.34213 -0.75145 -1.445 -1.076 -0.237 0.237
H 0.91187 -2.54100 -0.36557 0.181 -0.142 -0.350 0.229
```
Forces are in eV/Å.

## Properties
Electronic energy ... -1838.5538 hartree
SMILES string ... C[Si](C)(CCSCCNC(=O)n1cc(F)c(=O)[nH]c1=O)c1ccccc1
Frontier orbital gap ... 8.515 eV
ΔE to the lowest compared entry with this formula, charge and spin ... 1.168 eV
HOMO ... -8.558 eV
LUMO energy ... -0.00161 Ha

Number 3 is which compound?
C17H22FN3O3SSi

The highest electronic energy belongs to which entry?
C17H22FN3O3SSi

Among the records above, which one has the lowest electronic energy?
C43H44FN7O11PSiSr